A) Here is a cluster of 9 separate species, C9H36O9 in total from the OMol25 dataset. Energies are from ωB97M-V/def2-TZVPD.

```
54
Properties=species:S:1:pos:R:3
C -1.7076 0.7257 -3.3464
O -1.2521 0.7460 -4.6910
H -2.0329 -0.2737 -3.0672
H -0.9154 0.9854 -2.6332
H -2.5341 1.4235 -3.1793
H -0.7724 1.5577 -4.8636
O -1.5179 2.8365 -0.5675
H -1.2576 3.5952 -1.0998
H -1.6625 3.1734 0.3320
O 0.0849 0.5452 -0.2665
H 0.5056 0.8951 0.5376
H -0.6053 1.2039 -0.4748
O -0.8059 -1.8558 1.1105
H -0.4315 -1.1008 0.6233
H -0.0916 -2.1462 1.6945
O -1.5267 2.7410 2.2600
H -0.5814 2.4975 2.2090
H -1.9025 2.0647 2.8346
C 3.1915 2.2830 0.4555
C 1.9371 2.8572 1.0491
O 1.1421 1.8584 1.7140
H 3.8989 1.8674 1.1731
H 3.6994 3.0625 -0.1193
H 2.9458 1.4818 -0.2471
H 1.3225 3.2746 0.2564
H 2.1749 3.6418 1.7725
H 1.5369 1.6439 2.5654
C 1.8852 -2.8229 -3.4817
C 1.0381 -1.7730 -2.7894
O 1.8578 -1.0988 -1.8448
H 2.9178 -2.4946 -3.6040
H 1.4946 -3.0773 -4.4686
H 1.9215 -3.7521 -2.9052
H 0.1807 -2.2528 -2.2980
H 0.6135 -1.1048 -3.5528
H 1.3457 -0.4806 -1.3020
C -4.0181 -0.7643 1.2420
C -3.6995 -0.5358 -0.2126
O -3.7822 0.8457 -0.5764
H -3.8601 -1.8066 1.5208
H -5.0510 -0.4824 1.4526
H -3.3658 -0.1628 1.8813
H -4.4676 -1.0099 -0.8280
H -2.7334 -0.9857 -0.4601
H -3.0580 1.3630 -0.2097
C 2.1681 -1.1450 3.0289
C 2.1315 -2.6074 2.7056
O 0.9211 -3.1428 3.2331
H 2.1878 -1.0258 4.1156
H 1.2595 -0.6560 2.6708
H 3.0477 -0.6578 2.6128
H 3.0166 -3.0952 3.1278
H 2.1814 -2.7619 1.6194
H 1.0249 -4.0974 3.2912
```

Summary:
multiplicity	1
HOMO level	-9.45	eV
HOMO-LUMO gap	9.5	eV
LUMO	0.07	eV
SMILES	CCO.CCO.CCO.CCO.CO.O.O.O.O

---

B) Here is a cluster of 9 separate species, C9H36O9 in total from the OMol25 dataset. Energies are from ωB97M-V/def2-TZVPD.

```
54
Properties=species:S:1:pos:R:3
C -9.0540 -18.6199 -1.4115
O -10.0369 -19.3515 -0.7112
H -8.1570 -19.2229 -1.5288
H -9.4049 -18.2907 -2.3938
H -8.7535 -17.7051 -0.8834
H -10.8618 -18.8428 -0.6537
C -11.2616 -20.4068 5.2452
O -11.3353 -19.7828 3.9697
H -12.2958 -20.6025 5.5271
H -10.6576 -21.3163 5.1648
H -10.7631 -19.8277 6.0312
H -10.5992 -20.0629 3.4115
C -10.0606 -17.1378 6.3918
O -9.0049 -17.6745 5.5946
H -9.9375 -16.0576 6.4536
H -10.9997 -17.4766 5.9545
H -10.1107 -17.5956 7.3893
H -8.1723 -17.3838 5.9783
C -8.6600 -18.8248 2.4364
O -9.2801 -19.9930 1.9120
H -9.2573 -17.9353 2.2207
H -8.6543 -18.9365 3.5223
H -7.6198 -18.6994 2.1252
H -9.5167 -19.8069 0.9778
C -12.3105 -21.9294 1.3420
O -12.4710 -23.2614 1.7732
H -11.2376 -21.6764 1.3660
H -12.5778 -21.6985 0.3044
H -12.7562 -21.2349 2.0467
H -12.0812 -23.8799 1.1539
C -12.8647 -18.2788 1.6138
O -12.5614 -18.5162 0.2318
H -13.4011 -19.1233 2.0435
H -11.9302 -18.2531 2.1743
H -13.3270 -17.3069 1.7899
H -13.3994 -18.3989 -0.2285
C -6.2587 -20.0658 6.1653
O -5.5173 -21.2676 6.1996
H -6.9195 -19.9702 5.2984
H -6.9530 -20.1093 7.0086
H -5.6271 -19.1834 6.2932
H -5.0903 -21.4141 5.3518
C -5.1398 -16.6514 2.7522
O -4.7282 -15.3096 2.9898
H -5.9123 -16.7649 1.9810
H -4.2579 -17.2115 2.4438
H -5.5756 -17.1215 3.6452
H -5.5428 -14.8043 3.1037
C -9.5863 -22.8924 -0.7994
O -8.5760 -23.8724 -0.8103
H -9.3682 -22.1013 -0.0655
H -9.5966 -22.3764 -1.7557
H -10.5825 -23.2380 -0.5060
H -8.4592 -24.2382 0.0689
```

Summary:
multiplicity	1
HOMO level	-9.90	eV
HOMO-LUMO gap	10.3	eV
LUMO	0.37	eV
SMILES	CO.CO.CO.CO.CO.CO.CO.CO.CO

---

C) Here is a cluster of 9 separate species, C9H36O9 in total from the OMol25 dataset. Energies are from ωB97M-V/def2-TZVPD.

```
54
Properties=species:S:1:pos:R:3
C -35.6099 -2.3499 -2.3235
O -34.7777 -1.8528 -1.3202
H -35.3437 -3.3683 -2.6066
H -36.6731 -2.2459 -2.1068
H -35.3614 -1.7699 -3.2123
H -34.8806 -0.8984 -1.3337
C -26.7782 -4.4430 0.9528
O -27.2630 -3.3917 0.0868
H -26.7138 -4.1046 1.9869
H -27.4590 -5.2875 0.8458
H -25.7945 -4.7839 0.6299
H -28.2148 -3.3957 0.2114
C -29.2097 -4.4039 -6.5443
O -29.3715 -3.0151 -6.2774
H -28.3238 -4.5987 -7.1487
H -29.0712 -5.0311 -5.6636
H -30.1137 -4.7035 -7.0744
H -28.5550 -2.7439 -5.8517
C -35.3233 -6.8972 0.7933
O -34.9614 -6.9272 2.1437
H -36.2555 -7.4621 0.7886
H -35.5011 -5.9311 0.3210
H -34.5782 -7.4148 0.1891
H -34.0107 -7.0188 2.0464
C -30.4676 -7.3127 3.6689
O -30.9435 -7.3806 2.3381
H -29.4307 -6.9837 3.6021
H -31.0113 -6.5283 4.1954
H -30.5086 -8.2300 4.2563
H -30.4444 -8.0759 1.9034
C -25.2799 -5.3515 -3.4570
O -25.4645 -3.9668 -3.4360
H -25.9955 -5.8624 -2.8127
H -25.6023 -5.6737 -4.4471
H -24.2572 -5.6287 -3.2015
H -25.9055 -3.6974 -2.6270
C -31.3056 -1.2813 3.0467
O -30.5174 -0.7756 4.0577
H -30.8046 -1.0608 2.1041
H -31.4853 -2.3519 3.1450
H -32.2546 -0.7546 2.9466
H -30.1991 0.1193 3.9186
C -31.0591 -4.4881 -1.9674
O -31.0661 -3.1813 -1.4718
H -31.5738 -5.2109 -1.3345
H -31.5422 -4.4627 -2.9442
H -30.0622 -4.8570 -2.2084
H -31.9774 -2.8819 -1.4340
C -33.0748 0.2506 -6.6951
O -33.0437 -1.1636 -6.8255
H -33.7752 0.5669 -7.4681
H -33.2858 0.6668 -5.7101
H -32.1021 0.5956 -7.0457
H -32.1850 -1.4395 -6.4966
```

Summary:
multiplicity	1
HOMO level	-10.14	eV
HOMO-LUMO gap	10.4	eV
LUMO	0.28	eV
SMILES	CO.CO.CO.CO.CO.CO.CO.CO.CO

---

It is A) that is most stable; the runner-up trails by 0.1330 hartree.